(1)
73
Properties=species:S:1:pos:R:3 method="wB97M-V/def2-TZVPD" orbital_gap_ev=8.17 total_energy_ha=-2080.40998 total_charge=+1
C 5.28 -0.56 -2.14
C 4.06 -0.82 -1.25
C 4.46 -0.92 0.23
C 2.92 0.22 -1.43
C 3.44 1.60 -1.79
N 2.55 2.76 -1.35
C 1.09 2.62 -1.78
C 0.23 1.68 -0.92
C -0.31 0.41 -1.60
C -1.84 0.27 -1.55
C -2.47 0.55 -0.17
N -1.63 0.10 0.96
C 2.69 2.93 0.14
O 1.61 3.70 0.57
N 1.73 3.90 2.09
O 1.79 5.01 2.33
P 3.21 4.31 -2.10
O 2.96 5.43 -1.21
O 2.50 4.37 -3.51
O 4.75 3.99 -2.33
H 5.90 0.26 -1.77
H 4.99 -0.37 -3.18
H 5.91 -1.46 -2.17
H 3.62 -1.78 -1.57
H 4.38 0.07 0.72
H 5.49 -1.27 0.35
H 3.79 -1.59 0.78
H 2.23 -0.14 -2.21
H 2.32 0.24 -0.51
H 4.40 1.79 -1.30
H 3.61 1.69 -2.86
H 0.69 3.63 -1.75
H 1.10 2.30 -2.83
H 0.78 1.38 -0.03
H -0.61 2.29 -0.57
H 0.00 0.37 -2.65
H 0.12 -0.47 -1.12
H -2.07 -0.77 -1.81
H -2.32 0.89 -2.31
H -3.41 0.00 -0.09
H -2.72 1.62 -0.08
H -1.22 0.90 1.43
H -2.26 -0.31 1.64
H 3.65 3.42 0.33
H 2.71 1.93 0.60
H 2.65 3.65 -4.12
H 5.01 3.62 -3.17
C -6.94 -4.67 0.58
C -6.51 -3.24 0.41
C -5.41 -3.00 -0.60
O -4.73 -1.86 -0.06
C -4.94 -1.85 1.28
O -4.34 -1.16 2.04
O -5.87 -2.75 1.62
H -6.12 -5.27 0.97
H -7.77 -4.74 1.28
H -7.27 -5.08 -0.38
H -7.36 -2.59 0.21
H -5.77 -2.77 -1.60
H -4.70 -3.84 -0.65
C -2.08 -2.48 3.82
C -0.68 -2.05 3.47
C -0.37 -0.58 3.71
O 0.61 -0.31 2.69
C 0.41 -1.19 1.69
O 0.93 -1.10 0.61
O -0.44 -2.15 2.05
H -2.80 -1.97 3.17
H -2.20 -3.55 3.68
H -2.30 -2.24 4.86
H 0.06 -2.68 3.97
H 0.05 -0.37 4.68
H -1.24 0.05 3.53

---

(2)
70
Properties=species:S:1:pos:R:3 method="wB97M-V/def2-TZVPD" orbital_gap_ev=8.86 total_energy_ha=-1793.18524 smiles="C=C[C@](C#N)(C[C@H](O)CN)[C@@](C#N)(ON=O)P(C)C.COC[C@@H](C)N.COC[C@@H](C)N"
C -1.19 2.59 -0.85
C -0.71 2.97 -2.04
C 0.18 2.09 -2.90
C -0.72 1.57 -3.97
N -1.39 1.12 -4.80
C 0.77 0.89 -2.15
C -0.10 -0.38 -2.14
O 0.20 -1.06 -0.91
C 0.31 -1.34 -3.26
N 1.57 -2.02 -2.87
C 1.23 2.96 -3.63
C 1.92 2.12 -4.62
N 2.55 1.50 -5.38
O 0.46 3.95 -4.35
N 0.70 3.98 -5.76
O -0.27 4.25 -6.33
P 2.44 3.95 -2.55
C 2.42 3.37 -0.80
C 4.10 3.37 -3.12
H -1.24 3.33 -0.06
H -1.57 1.59 -0.70
H -0.97 3.95 -2.41
H 1.74 0.67 -2.57
H 0.96 1.15 -1.12
H -1.17 -0.19 -2.12
H -0.33 -0.58 -0.26
H 0.53 -0.77 -4.16
H -0.47 -2.08 -3.43
H 2.33 -1.38 -3.01
H 1.73 -2.75 -3.55
H 1.44 3.42 -0.35
H 3.10 3.98 -0.23
H 2.78 2.35 -0.74
H 4.84 3.65 -2.39
H 4.14 2.28 -3.17
H 4.33 3.75 -4.11
C 1.47 -3.99 4.04
O 0.95 -3.25 2.94
C 0.81 -1.87 3.16
C 2.08 -1.04 2.95
C 3.10 -1.13 4.08
N 2.73 -1.39 1.68
H 1.13 -3.58 4.99
H 2.56 -4.02 4.01
H 1.11 -5.01 3.95
H 0.08 -1.52 2.43
H 0.38 -1.68 4.16
H 1.77 0.01 2.88
H 3.63 -2.08 4.08
H 3.84 -0.34 3.99
H 2.61 -1.02 5.06
H 2.05 -1.23 0.95
H 2.87 -2.40 1.67
C -4.62 -3.20 2.97
O -5.10 -2.47 1.86
C -5.23 -1.07 2.07
C -3.93 -0.28 1.89
C -2.98 -0.40 3.07
N -3.22 -0.65 0.66
H -4.99 -2.78 3.92
H -3.53 -3.24 2.98
H -5.00 -4.22 2.88
H -5.94 -0.74 1.31
H -5.69 -0.87 3.04
H -4.21 0.78 1.81
H -2.47 -1.36 3.09
H -2.20 0.37 3.00
H -3.49 -0.26 4.02
H -3.82 -0.48 -0.14
H -3.11 -1.66 0.67

---

(3)
69
Properties=species:S:1:pos:R:3 method="wB97M-V/def2-TZVPD" orbital_gap_ev=8.65 total_energy_ha=-1388.25332 smiles="C#CCCCBCC(N)(N)N.CCOC(C)=O.CCOC(C)=O.CCOC(C)=O"
C -1.22 5.11 2.88
C -1.88 3.84 2.82
C -2.66 2.43 2.38
C -1.74 1.09 2.64
C -0.50 1.10 1.55
B -0.83 0.20 0.18
C -0.65 0.79 -1.35
C -2.06 1.07 -2.15
N -1.73 2.07 -3.27
N -3.15 1.69 -1.31
N -2.64 -0.15 -2.85
H -0.91 6.24 2.65
H -3.71 2.34 2.89
H -2.87 2.45 1.21
H -2.44 0.16 2.41
H -1.39 0.95 3.76
H -0.27 2.20 1.21
H 0.46 0.60 2.02
H -1.18 -0.92 0.40
H 0.03 0.05 -1.97
H -0.05 1.82 -1.32
H -2.63 2.43 -3.66
H -1.18 2.87 -2.87
H -2.89 2.70 -1.24
H -4.09 1.65 -1.77
H -1.86 -0.72 -3.24
H -3.28 -0.70 -2.24
C -3.62 8.13 -5.47
C -2.30 7.52 -5.03
O -2.51 6.58 -3.95
C -2.80 5.27 -4.12
C -3.26 4.80 -5.47
O -2.77 4.50 -3.17
H -4.29 7.37 -5.87
H -3.45 8.88 -6.24
H -4.13 8.59 -4.62
H -1.75 7.06 -5.85
H -1.66 8.31 -4.63
H -4.35 4.90 -5.54
H -2.98 3.75 -5.59
H -2.79 5.33 -6.30
C 5.04 -1.78 3.02
C 3.88 -2.47 3.72
O 2.64 -1.80 3.44
C 1.86 -2.05 2.37
C 2.43 -2.84 1.22
O 0.72 -1.58 2.30
H 4.93 -1.81 1.93
H 5.99 -2.26 3.28
H 5.09 -0.73 3.30
H 3.82 -3.54 3.47
H 4.03 -2.41 4.80
H 2.90 -2.15 0.52
H 1.61 -3.36 0.72
H 3.13 -3.60 1.53
C 1.24 -7.12 2.67
C 2.23 -7.74 1.70
O 3.32 -6.84 1.43
C 4.44 -6.75 2.17
C 4.46 -7.37 3.54
O 5.41 -6.09 1.77
H 1.71 -6.92 3.64
H 0.39 -7.78 2.82
H 0.88 -6.16 2.28
H 2.60 -8.71 2.04
H 1.73 -7.92 0.74
H 4.10 -6.64 4.27
H 5.49 -7.64 3.78
H 3.88 -8.28 3.61